Record 1
# C27H41B2F4N10O6Ti

C27H41B2F4N10O6Ti as an isolated structure (the ωB97M-V functional and the def2-TZVPD basis, the OMol25 dataset).

Each line ends with the Löwdin charge.
Cartesian coordinates (Å):
Ti (-1.75268, -0.27390, -0.32598)  1.205
C (-4.66542, 2.79065, 0.74974)  0.032
C (-3.96933, 1.60455, 0.19134)  -0.185
N (-2.77103, 1.61514, -0.26187)  0.006
O (-2.02815, 2.72824, -0.19239)  0.098
B (-0.82870, 2.62537, -1.05708)  -1.061
F (-1.06785, 2.85689, -2.38211)  0.206
F (0.11912, 3.46735, -0.50722)  0.190
O (-0.35745, 1.14445, -0.90604)  -0.054
N (0.89972, 0.92578, -1.57115)  0.003
C (1.02392, -0.24546, -2.43850)  -0.193
C (2.19861, -0.14528, -3.36434)  -0.028
C (0.16176, -1.27435, -2.44914)  -0.242
N (-0.85940, -1.19839, -1.53579)  -0.112
O (-1.85568, -2.14456, -1.19475)  -0.004
B (-3.22422, -2.05237, -1.96272)  -1.058
F (-3.46239, -3.19897, -2.62246)  0.234
F (-3.12901, -0.90487, -2.74441)  0.171
O (-4.21261, -1.81681, -0.86354)  0.116
N (-3.81081, -0.63716, -0.33892)  -0.020
C (-4.63995, 0.28302, -0.02836)  -0.184
C (-6.11412, 0.12613, -0.03707)  0.038
C (0.17858, -2.47663, -3.33564)  0.032
H (-3.94925, 3.44269, 1.24536)  0.095
H (-5.44189, 2.48853, 1.44944)  0.097
H (-5.13055, 3.35826, -0.06026)  0.115
H (3.05289, 0.31084, -2.86257)  0.075
H (1.97512, 0.44831, -4.25300)  0.091
H (2.51011, -1.13662, -3.68549)  0.076
H (-6.48370, 0.05616, 0.98896)  0.112
H (-6.38238, -0.78619, -0.56240)  0.098
H (-6.58802, 0.98665, -0.50896)  0.103
H (0.87240, -2.36392, -4.16319)  0.084
H (-0.81903, -2.64710, -3.74098)  0.098
H (0.44578, -3.35748, -2.74752)  0.092
C (-0.39901, -3.95008, 1.23916)  -0.035
N (0.64978, -4.36601, 0.33031)  -0.101
C (1.23694, -5.67891, 0.54570)  -0.135
C (2.43921, -5.62648, -0.37564)  -0.136
N (2.79135, -4.20544, -0.34619)  -0.081
C (3.65608, -3.75731, -1.42674)  -0.047
C (1.65887, -3.47824, 0.00634)  -0.376
N (1.48308, -2.21241, 0.07241)  0.112
C (2.59538, -1.30613, -0.05895)  -0.205
C (2.17821, 0.08787, 0.42483)  -0.071
N (1.91699, 1.08476, -0.64309)  0.033
C (2.46571, 2.32890, -0.58695)  -0.238
N (2.71910, 3.14161, -1.61046)  -0.034
C (2.33632, 3.06434, -3.01693)  0.006
C (3.19587, 4.43041, -1.10582)  -0.085
C (3.65443, 4.07986, 0.30255)  -0.075
N (2.90479, 2.84855, 0.57496)  -0.057
C (2.23969, 2.66876, 1.86006)  -0.007
H (-1.17748, -4.71134, 1.24320)  0.098
H (-0.83305, -3.01566, 0.90400)  0.048
H (-0.01581, -3.82017, 2.25891)  0.101
H (0.53571, -6.47149, 0.29003)  0.127
H (1.54062, -5.80068, 1.59400)  0.128
H (2.16383, -5.93080, -1.39267)  0.126
H (3.27166, -6.24104, -0.03691)  0.125
H (4.26058, -4.60369, -1.74714)  0.093
H (4.33813, -2.97122, -1.11174)  0.076
H (3.08012, -3.40580, -2.29098)  0.086
H (2.99255, -1.22476, -1.07505)  0.089
H (3.43454, -1.62601, 0.57264)  0.125
H (2.98385, 0.50411, 1.02044)  0.114
H (1.29157, -0.02033, 1.05355)  0.116
H (3.10476, 2.56638, -3.60498)  0.093
H (2.24154, 4.08843, -3.37269)  0.105
H (1.38086, 2.56957, -3.14116)  0.080
H (2.37178, 5.14848, -1.11669)  0.137
H (4.00521, 4.79933, -1.73149)  0.135
H (3.39486, 4.84467, 1.03012)  0.128
H (4.72736, 3.89042, 0.35594)  0.132
H (1.97682, 3.65197, 2.24970)  0.098
H (2.87759, 2.16340, 2.58510)  0.104
H (1.32137, 2.10520, 1.73361)  0.069
O (-3.01655, -1.26729, 2.82763)  0.135
C (-2.18010, -0.44146, 2.58475)  -0.500
O (-1.42548, -0.49670, 1.46457)  -0.141
C (-1.89167, 0.72943, 3.46410)  -0.132
C (-1.22667, 1.85637, 2.99025)  -0.031
C (-1.03373, 2.94816, 3.82166)  -0.068
C (-1.48420, 2.90624, 5.13514)  -0.067
C (-2.14103, 1.77970, 5.61120)  -0.058
C (-2.35614, 0.69568, 4.77501)  -0.004
H (-0.88722, 1.89139, 1.96315)  0.089
H (-0.54122, 3.83520, 3.44415)  0.104
H (-1.32785, 3.75508, 5.78786)  0.109
H (-2.49208, 1.75030, 6.63394)  0.111
H (-2.88227, -0.18406, 5.12034)  0.125

The charge is +1. The relative energy (zero: lowest compared OMol25 entry of this formula, charge and spin) comes out at 47.8 kcal/mol. Its gap between HOMO and LUMO is 6.84 eV. The HOMO energy comes out at -10.41 eV. The calculation puts the LUMO energy at -0.1312 hartree. The value obtained for the calculated total energy is -3351.18199 a.u.

Record 2
# C27H41BIrN12P

C27H41BIrN12P as an isolated structure (the ωB97M-V functional and the def2-TZVPD basis, the OMol25 dataset).

Each line ends with the Löwdin charge.
Cartesian coordinates (Å):
Ir (0.34693, 0.33668, -0.09951)  1.332
C (-1.83438, 2.17816, -2.64062)  -0.002
C (-2.10436, 2.34076, -1.18759)  -0.295
C (-3.07120, 3.16335, -0.61595)  0.039
C (-3.02850, 2.90134, 0.72787)  0.000
N (-2.06376, 1.98596, 0.96490)  0.025
N (-1.47842, 1.64072, -0.22470)  -0.022
B (-1.76395, 1.06345, 2.14655)  -0.599
N (-1.86688, -0.41903, 1.61312)  0.044
C (-2.71082, -1.40398, 1.95331)  0.012
C (-2.33370, -2.58562, 1.33933)  0.058
C (-1.21945, -2.26995, 0.58681)  -0.270
C (-0.38135, -3.19236, -0.22584)  -0.001
N (-0.95725, -0.94236, 0.73147)  -0.120
N (-0.31894, 1.29712, 2.63668)  0.028
C (0.18536, 1.60625, 3.84721)  -0.002
C (1.54304, 1.38051, 3.83538)  0.047
C (1.83413, 0.90404, 2.55676)  -0.287
C (3.15211, 0.47183, 2.00881)  -0.004
N (0.69280, 0.88005, 1.84619)  -0.099
N (-2.69895, 1.22724, 3.38117)  0.048
C (-2.69410, 0.38168, 4.54040)  0.018
C (-3.53168, 0.91136, 5.44673)  0.068
C (-4.04161, 2.09327, 4.83074)  -0.161
C (-4.97535, 3.07850, 5.34232)  0.040
N (-3.47132, 2.23820, 3.55418)  0.210
H (-1.31404, 3.04445, -3.05316)  0.107
H (-2.77933, 2.08494, -3.17622)  0.113
H (-1.25464, 1.27958, -2.81485)  0.002
H (-3.73177, 3.83784, -1.13628)  0.140
H (-3.62142, 3.30523, 1.52934)  0.123
H (-3.55960, -1.22112, 2.59531)  0.149
H (-2.80513, -3.55163, 1.42786)  0.146
H (0.07418, -3.94025, 0.42436)  0.120
H (0.41818, -2.65982, -0.73426)  0.003
H (-0.99362, -3.73215, -0.94910)  0.107
H (-0.43473, 1.97497, 4.65066)  0.144
H (2.23350, 1.51559, 4.65251)  0.140
H (3.74350, 1.33181, 1.68715)  0.073
H (3.04071, -0.20992, 1.16380)  0.062
H (3.72469, -0.03586, 2.78275)  0.111
H (-2.07477, -0.50271, 4.58458)  0.151
H (-3.78064, 0.53312, 6.42638)  0.152
H (-5.57420, 2.68962, 6.16185)  0.118
H (-5.58494, 3.50844, 4.54545)  0.119
H (-4.40752, 3.93586, 5.74818)  0.145
C (3.09085, 4.53207, -1.90041)  -0.004
C (3.44818, 3.66592, -0.66864)  -0.561
C (4.88337, 3.11727, -0.79010)  -0.003
C (3.27131, 4.47535, 0.63445)  -0.003
C (2.50487, 2.55239, -0.62765)  -0.045
N (1.74772, 1.68411, -0.62721)  0.020
H (3.67624, 5.44845, -1.83528)  0.114
H (2.03481, 4.80556, -1.91929)  0.098
H (3.35463, 4.02745, -2.83087)  0.096
H (5.54945, 3.96985, -0.91994)  0.117
H (4.99783, 2.46773, -1.65884)  0.095
H (5.19481, 2.57844, 0.10468)  0.091
H (3.95030, 5.32650, 0.59053)  0.115
H (3.52519, 3.88380, 1.51537)  0.089
H (2.25431, 4.85611, 0.73622)  0.102
C (0.62056, -0.68013, -5.51894)  -0.077
N (0.24031, -1.83752, -4.67319)  -0.030
C (1.30679, -2.83164, -4.55436)  -0.068
N (2.34049, -2.06094, -3.86800)  -0.042
C (2.80810, -0.91616, -4.67497)  -0.090
N (1.71451, 0.02457, -4.86584)  -0.122
C (1.31277, 0.69812, -3.65185)  -0.270
P (0.66793, -0.51546, -2.34969)  0.937
C (-0.48013, -1.51782, -3.47523)  -0.210
C (2.08405, -1.76041, -2.48604)  -0.242
H (-0.23734, -0.02234, -5.64328)  0.156
H (0.93613, -1.04395, -6.49398)  0.160
H (1.64742, -3.14354, -5.53765)  0.164
H (0.99192, -3.69843, -3.97767)  0.159
H (3.15163, -1.28368, -5.64007)  0.160
H (3.63914, -0.43154, -4.16637)  0.153
H (0.53894, 1.42619, -3.87222)  0.089
H (2.15529, 1.23573, -3.21906)  0.089
H (-1.35275, -0.90397, -3.70628)  0.117
H (-0.80038, -2.42234, -2.95875)  0.100
H (1.82808, -2.67153, -1.94633)  0.092
H (2.96714, -1.31546, -2.02257)  0.120

The charge is +4. The relative energy (zero: lowest compared OMol25 entry of this formula, charge and spin) comes out at 0.0 kcal/mol. Its gap between HOMO and LUMO (alpha / beta) is 9.19 / 5.49 eV. As for the expectation value of S²: 6.024. The HOMO energy (alpha / beta) comes out at -19.61 / -19.53 eV. The calculation puts the LUMO energy (alpha / beta) at -0.3830 / -0.5160 hartree. Its spin multiplicity is 5. The value obtained for the calculated total energy is -2179.64353 a.u.